1.
The following is a quantum chemistry calculation of a molecular structure, C5H12Cl7HgO2 at a distorted geometry, from the OMol25 dataset.

Geometry (Å):
1 Hg 0.40758 -0.10240 -0.30059
2 C -2.79632 0.41359 0.16206
3 O -1.49252 0.83954 0.10399
4 H -3.00151 -0.67572 0.19242
5 H -3.31063 0.86504 1.03087
6 H -3.35420 0.77075 -0.72747
7 C 2.04371 2.30844 -1.65997
8 O 0.92932 1.97317 -0.91923
9 H 1.80112 2.71333 -2.66336
10 H 2.61112 3.11629 -1.15994
11 H 2.71911 1.45742 -1.85752
12 Cl 2.20090 -1.77159 -0.88432
13 C -2.11511 -1.25923 -3.99019
14 Cl -0.87211 -0.41894 -3.05312
15 Cl -2.97301 -0.13829 -5.06862
16 H -1.62759 -2.00509 -4.60425
17 H -2.84582 -1.66579 -3.30311
18 C -1.22567 -1.64165 3.17706
19 Cl -0.39175 -2.17167 1.72349
20 Cl -0.49441 -0.24372 3.99398
21 H -2.18248 -1.24284 2.85617
22 H -1.35761 -2.43768 3.89876
23 C 3.59635 0.30857 2.55181
24 Cl 3.23876 -0.62081 4.02715
25 Cl 2.14818 0.85141 1.71241
26 H 4.21021 1.14293 2.86664
27 H 4.13439 -0.36505 1.89489

Calculated total energy ... -101306.3557 eV
ΔE to the lowest compared entry with this formula, charge and spin ... 0.000 eV
LUMO energy ... 2.737 eV
Net charge ... -1
HOMO ... -4.3 eV


2.
The following is a quantum chemistry calculation of a molecular structure, C35H45BrMnN4P2 at a distorted geometry, from the OMol25 dataset.

Geometry (Å):
1 C -4.07108 -3.55195 -4.91395
2 C -2.98143 -3.70534 -5.77874
3 C -3.20919 -4.04835 -7.12363
4 C -4.53570 -4.25165 -7.52735
5 N -5.56609 -4.13942 -6.69158
6 C -5.35630 -3.78402 -5.42160
7 C -1.67185 -3.53524 -5.20397
8 C -1.10955 -3.09584 -3.99494
9 C -1.25909 -2.21352 -2.86989
10 C -1.83194 -0.93528 -3.02583
11 C -1.51919 0.06268 -2.11611
12 C -0.54176 -0.16535 -1.13374
13 C -0.08498 -1.47373 -0.90794
14 C -0.51857 -2.49983 -1.70905
15 Mn 0.06557 -3.49079 -5.20355
16 P 0.83098 3.04693 -1.48366
17 H -2.39967 -4.21825 -7.83549
18 H -3.94758 -3.33369 -3.84986
19 H -4.76286 -4.53974 -8.55322
20 H -6.21781 -3.69744 -4.75793
21 H -0.20460 -3.53574 -1.52881
22 H -2.47529 -0.72478 -3.88904
23 H 0.56981 -1.68851 -0.06790
24 H -2.02016 1.02153 -2.17071
25 C 2.22634 3.75418 -0.59609
26 C 3.10819 4.70072 -1.41936
27 H 2.82311 2.90686 -0.21583
28 H 1.81637 4.28033 0.28238
29 H 3.88280 5.11678 -0.76602
30 H 3.61701 4.18170 -2.23968
31 H 2.54120 5.54275 -1.83389
32 C 1.28958 2.37988 -3.09068
33 C 0.19272 2.42643 -4.15894
34 H 1.64467 1.34584 -2.94705
35 H 2.15881 2.97589 -3.41526
36 H 0.62198 2.09254 -5.11300
37 H -0.64759 1.75978 -3.92252
38 H -0.19316 3.44473 -4.30834
39 C -0.64014 4.08484 -1.49389
40 C -0.38948 5.56316 -1.80737
41 H -1.11576 3.98002 -0.50369
42 H -1.34062 3.65385 -2.22780
43 H -1.34974 6.09257 -1.78815
44 H 0.26318 6.04055 -1.06548
45 H 0.04420 5.70884 -2.80541
46 Br 0.08020 1.15669 -0.10017
47 P 1.82329 -3.12900 -4.22619
48 C 2.21222 -1.25229 -3.89321
49 C 3.65623 -0.73757 -3.69915
50 H 1.57800 -1.03468 -3.02451
51 H 1.72049 -0.77867 -4.75233
52 H 3.66988 0.36366 -3.73211
53 H 4.08051 -1.00663 -2.71939
54 H 4.32581 -1.10231 -4.49076
55 C 2.20639 -3.77462 -2.53313
56 C 3.63881 -4.18383 -2.09269
57 H 1.52822 -4.61722 -2.32267
58 H 1.87515 -2.92409 -1.91259
59 H 3.66101 -4.23330 -0.98723
60 H 3.91937 -5.18442 -2.45642
61 H 4.39386 -3.45665 -2.42421
62 C 1.45867 -4.88174 -5.06919
63 C 1.51738 -4.98706 -6.56214
64 H 0.45988 -2.01258 -5.35553
65 H 1.41589 -5.89175 -4.58323
66 H 0.65070 -4.42948 -6.98553
67 H 2.47064 -4.58296 -6.98639
68 H 1.39513 -6.06374 -6.80281
69 N -2.25013 1.20412 10.14458
70 C -2.14595 0.81662 9.04408
71 C -2.02155 0.34064 7.69317
72 C -2.34572 -0.98848 7.38835
73 C -2.23308 -1.45642 6.07686
74 C -1.78923 -0.58236 5.07591
75 C -1.46383 0.75040 5.37097
76 C -1.58328 1.20816 6.68290
77 N -1.66997 -1.04591 3.75812
78 C -1.98360 -2.32545 3.28012
79 C -1.68895 -2.31306 1.93406
80 N -1.20945 -1.07401 1.58578
81 C -1.20184 -0.32578 2.66845
82 H -2.68938 -1.66033 8.17502
83 H -2.48714 -2.48992 5.83806
84 H -1.12626 1.42773 4.58831
85 H -1.33712 2.24261 6.92050
86 H -2.37194 -3.11166 3.89712
87 H -1.79172 -3.11714 1.22365
88 H -0.89007 0.70205 2.75849

Calculated total energy ... -162898.0703 eV
Spin multiplicity ... 6
ΔE to the lowest compared entry with this formula, charge and spin ... 6.260 eV
LUMO energy (spin up / spin down) ... -5.619 / -8.333 eV
Net charge ... +2
HOMO (spin up / spin down) ... -10.8 / -12.4 eV


3.
The following is a quantum chemistry calculation of a single C2H2ClF molecule at a distorted geometry, from the OMol25 dataset.

Geometry (Å):
1 C 0.29003 0.31227 -0.59301
2 C -0.31137 -0.25682 0.42054
3 F -1.40629 0.31400 0.91733
4 Cl 0.11675 -1.67034 1.27859
5 H 0.04735 1.32519 -0.97444
6 H 1.26353 -0.02430 -1.04901

Calculated total energy ... -17345.3317 eV
ΔE to the lowest compared entry with this formula, charge and spin ... 0.178 eV
LUMO energy ... 0.929 eV
HOMO ... -10.0 eV


4.
The following is a quantum chemistry calculation of a molecular structure, C36H37MgNP2Se at a distorted geometry, from the OMol25 dataset.

Geometry (Å):
1 Mg -0.57576 1.62879 1.53288
2 C -1.81485 0.94207 -2.74533
3 C -1.84980 -0.38458 -2.51831
4 C -1.19077 -1.39454 -3.41497
5 C 0.23671 -1.05684 -3.93576
6 C 1.05813 -0.19989 -3.02183
7 C 1.04865 1.13343 -3.01095
8 C 0.20796 1.95677 -3.93001
9 C -1.27936 1.53021 -4.01217
10 C 1.51625 0.26178 2.97049
11 H -2.26351 1.64050 -2.04361
12 H -2.50550 -0.76814 -1.72947
13 H -1.83181 -1.56936 -4.29871
14 H -1.13505 -2.35579 -2.87735
15 H 0.75679 -2.02038 -4.02304
16 H 0.16926 -0.67053 -4.96276
17 H 1.78703 -0.74494 -2.41579
18 H 1.78096 1.69440 -2.43720
19 H 0.62133 1.94664 -4.95682
20 H 0.25131 3.00052 -3.58264
21 H -1.86345 2.44172 -4.21163
22 H -1.42365 0.86430 -4.88283
23 H 0.96606 1.21943 3.06836
24 H 2.27118 0.20664 3.75842
25 H 0.82316 -0.58105 3.11071
26 P -1.80520 -0.72008 1.18546
27 P 2.25253 0.11523 1.34489
28 C -0.32271 -0.77912 0.18212
29 C 1.05656 -0.70464 0.29514
30 C -2.73598 -2.26992 1.32662
31 C -3.04139 -3.13102 0.24627
32 C -3.74195 -4.31940 0.48324
33 C -4.13283 -4.67892 1.77839
34 C -3.82490 -3.83483 2.84876
35 C -3.14162 -2.64092 2.63248
36 C -2.87438 0.60693 0.50072
37 C -2.33294 1.92921 0.28547
38 C -3.19077 3.04730 0.35167
39 C -4.56298 2.85444 0.26735
40 C -5.10356 1.56663 0.27130
41 C -4.27145 0.45774 0.38487
42 C 3.70338 -0.96453 1.37598
43 C 3.47066 -2.31762 1.68571
44 C 4.55150 -3.18836 1.82954
45 C 5.85838 -2.73030 1.63457
46 C 6.08296 -1.40434 1.23816
47 C 5.01743 -0.50665 1.12179
48 C 2.77382 1.76503 0.78794
49 C 2.76529 2.87944 1.65973
50 C 2.89644 4.16849 1.13757
51 C 3.11505 4.37141 -0.22982
52 C 3.24883 3.26362 -1.07464
53 C 3.15429 1.96843 -0.55370
54 H -0.61225 -1.12534 -0.81185
55 H 1.61563 -1.31798 -0.43605
56 H -2.70455 -2.89872 -0.76764
57 H -3.96888 -4.99218 -0.34674
58 H -4.65212 -5.62541 1.95721
59 H -4.10619 -4.12606 3.86300
60 H -2.87364 -2.00002 3.47794
61 H -1.31268 2.04618 -0.21072
62 H -2.76250 4.05045 0.39341
63 H -5.22418 3.71433 0.16089
64 H -6.18505 1.42314 0.20533
65 H -4.69049 -0.54997 0.39014
66 H 2.45351 -2.67312 1.83595
67 H 4.36648 -4.23002 2.08049
68 H 6.69966 -3.40029 1.79954
69 H 7.10194 -1.06457 1.02119
70 H 5.19258 0.54071 0.85236
71 H 2.62332 2.73213 2.73649
72 H 2.82413 5.02829 1.81063
73 H 3.18534 5.38455 -0.63423
74 H 3.42709 3.41135 -2.14589
75 H 3.30771 1.09315 -1.19815
76 Se -1.31726 -0.54966 5.79661
77 C -1.52354 0.44448 4.35029
78 N -1.48977 1.16019 3.39254

Calculated total energy ... -128784.7485 eV
ΔE to the lowest compared entry with this formula, charge and spin ... 4.577 eV
LUMO energy (spin up / spin down) ... -0.302 / -0.042 eV
HOMO (spin up / spin down) ... -5.8 / -4.9 eV


> Which of these has the lowest calculated total energy?

C35H45BrMnN4P2


> The highest calculated total energy belongs to which entry?

C2H2ClF


> Which of these has the highest calculated total energy?

C2H2ClF


> Which of these has the highest ΔE to the lowest compared entry with this formula, charge and spin?

C35H45BrMnN4P2